[1]
Molecular formula: C52H69BCl4N10O8
Method: DFT, wB97M-V/def2-TZVPD

F_max in eV/Å: 6.6
Total charge: 0
Multiplicity: 1
HOMO in eV: -8.18

Structure (XYZ):
```
144
C52H69BCl4N10O8 (wB97M-V/def2-TZVPD)
C -4.27981 -2.29186 -0.27017
C -2.99982 -2.74198 0.43664
C -1.70689 -2.12148 -0.15242
C -0.32162 -2.76467 0.04259
N 0.73592 -2.10179 -0.89425
C 0.38025 -2.32026 -2.35840
C 1.69491 -2.85431 -3.03768
C 2.33433 -3.70285 -1.97287
C 2.07990 -2.90503 -0.66513
C 0.95039 -0.59147 -0.58049
C 1.94325 0.18945 -1.50405
C 2.37689 1.58965 -1.02196
H -5.17539 -2.74760 0.15215
H -4.18361 -2.61316 -1.30728
H -4.30910 -1.20391 -0.21013
H -2.93026 -3.82914 0.47320
H -3.24934 -2.47365 1.46320
H -1.77694 -1.03451 -0.11149
H -1.98155 -2.29392 -1.19305
H -0.37312 -3.82680 -0.19682
H -0.04873 -2.49723 1.06343
H -0.09529 -1.39461 -2.68265
H -0.45369 -3.00863 -2.49552
H 2.38620 -2.06953 -3.34483
H 1.69355 -3.40606 -3.97772
H 3.40170 -3.85080 -2.13702
H 1.91061 -4.69198 -1.79911
H 2.88429 -2.23028 -0.37225
H 1.89293 -3.60747 0.14711
H 1.40793 -0.58218 0.40878
H -0.00046 -0.06909 -0.47516
H 1.77425 0.08206 -2.57549
H 2.86334 -0.39293 -1.45535
H 1.66111 2.27044 -1.48272
H 3.22794 2.01755 -1.55179
H 2.47831 1.63693 0.06229
O 3.30034 -4.45532 5.30613
C 4.06309 -3.64171 5.82834
O 5.05643 -3.02346 5.24450
B 5.44773 -1.87065 6.09068
O 4.75249 -2.04436 7.34303
C 3.92052 -3.05150 7.25451
O 3.09596 -3.38548 8.11923
O 5.13748 -0.57833 5.45716
C 6.22152 0.19314 5.44966
O 6.29412 1.29132 4.93019
C 7.37658 -0.58006 6.03073
O 6.91462 -1.80764 6.21118
O 8.55842 -0.19321 6.14260
N -2.12007 -9.09149 -2.40769
C -3.32936 -8.60612 -2.74142
C -4.13157 -8.67816 -1.64543
C -3.36180 -9.12250 -0.51878
C -2.14243 -9.59892 -1.12814
H -1.39200 -9.22098 -3.09561
H -3.57017 -8.15262 -3.69155
H -5.17906 -8.41513 -1.64588
H -3.78662 -9.16083 0.47342
H -1.18050 -9.93278 -0.76808
N -1.36306 10.84543 2.45550
C -1.35105 9.56849 1.88778
C -0.46412 9.67189 0.87845
C 0.15094 10.89779 0.89725
C -0.31212 11.57825 1.95094
H -1.84655 11.08543 3.30916
H -2.05993 8.82132 2.21278
H -0.26278 8.84127 0.21821
H 0.77609 11.24642 0.08852
H 0.12837 12.47500 2.36109
N -6.38901 0.02262 7.78324
C -6.49227 0.74789 8.89227
C -7.73928 1.35677 8.91346
C -8.28397 1.19414 7.65739
C -7.47702 0.34100 7.02772
H -5.60797 -0.54766 7.49192
H -5.69755 0.81026 9.62092
H -8.01722 1.92544 9.78854
H -9.21463 1.62040 7.31303
H -7.51342 -0.00886 6.00660
N -4.08594 1.77821 -5.00810
C -4.25167 2.51432 -3.90474
C -3.01538 2.96241 -3.37309
C -2.06007 2.71496 -4.31148
C -2.74172 1.90531 -5.27464
H -4.80351 1.37006 -5.59001
H -5.21307 2.69615 -3.44752
H -2.84515 3.47287 -2.43669
H -1.03307 3.04191 -4.24246
H -2.37491 1.37465 -6.14081
N 6.33873 -7.77885 1.60520
C 7.38543 -7.85383 0.77615
C 7.20042 -8.86026 -0.09929
C 5.95473 -9.49683 0.18542
C 5.53084 -8.83284 1.30130
H 6.19836 -7.13488 2.37050
H 8.24168 -7.21240 0.92380
H 7.84292 -9.11870 -0.92802
H 5.50878 -10.30523 -0.37497
H 4.67822 -9.01502 1.93867
N -7.83903 4.98193 3.08075
C -7.66970 5.00304 1.71319
C -7.15351 6.24279 1.36057
C -7.18084 6.95510 2.53808
C -7.56988 6.15683 3.63881
H -8.15968 4.15342 3.56123
H -7.90561 4.11759 1.14158
H -6.77077 6.61546 0.42194
H -6.85428 7.98447 2.55075
H -7.65432 6.38263 4.69156
N 10.46379 -1.91162 -0.91741
C 10.92916 -2.95830 -1.60777
C 10.26930 -3.11475 -2.82207
C 9.15237 -2.21422 -2.75912
C 9.38003 -1.50273 -1.60137
H 10.84601 -1.60916 -0.03280
H 11.77726 -3.49133 -1.20404
H 10.50495 -3.79032 -3.63105
H 8.33123 -2.22617 -3.46052
H 8.89788 -0.61046 -1.23016
N 6.26790 11.33158 -5.60827
C 6.53920 10.01970 -5.39298
C 6.49034 9.85891 -4.03341
C 6.21136 11.09945 -3.42979
C 6.03176 12.01126 -4.42190
H 6.18125 11.72505 -6.53443
H 6.63423 9.36047 -6.24314
H 6.68230 8.95722 -3.47082
H 6.11571 11.36752 -2.38797
H 5.76658 13.05804 -4.43997
N -8.30705 -3.84083 -6.40560
C -8.94339 -2.63065 -6.54706
C -8.60024 -2.02142 -7.71995
C -7.58583 -2.75117 -8.15607
C -7.45410 -3.98803 -7.48267
H -8.60255 -4.39608 -5.61537
H -9.71632 -2.23025 -5.90778
H -9.01905 -1.13303 -8.16912
H -6.90799 -2.53214 -8.96784
H -6.79435 -4.82673 -7.64913
C -1.25717 2.67367 5.11846
Cl -1.87108 3.24696 6.62919
Cl -0.38651 1.15573 5.36395
Cl -2.67683 2.22198 4.19700
Cl -0.14937 3.94313 4.45590
```

---

[2]
Molecular formula: C52H71N13
Method: DFT, wB97M-V/def2-TZVPD

F_max in eV/Å: 5.4
Total charge: 0
Multiplicity: 1
HOMO in eV: -7.47
Energy relative to the best compared isomer or geometry (same formula, charge and spin) in kJ/mol: 164.7

Structure (XYZ):
```
136
C52H71N13 (wB97M-V/def2-TZVPD)
C -2.45989 -5.34687 3.22356
C -0.95235 -5.69500 3.25115
C -0.13954 -5.15149 1.98119
C -0.18903 -5.94364 0.77652
N -0.20970 -6.52863 -0.19923
H -2.61257 -4.28045 3.05769
H -2.80860 -5.49323 4.24586
H -2.91920 -5.97707 2.46199
H -0.88793 -6.77836 3.35249
H -0.47973 -5.38751 4.18399
H 0.89223 -5.18450 2.33111
H -0.35960 -4.09086 1.85987
C -1.06985 -0.19215 7.08276
C -2.50950 -0.84091 6.70587
C -2.63545 -0.95159 5.15938
C -1.49989 -1.65039 4.48761
N -0.62893 -2.18315 3.85720
H -0.96052 -0.22812 8.16668
H -0.92925 0.82228 6.70961
H -0.20121 -0.79741 6.82346
H -3.38455 -0.36713 7.15074
H -2.57615 -1.85081 7.11055
H -2.66462 0.02917 4.68468
H -3.58225 -1.42760 4.90425
C 1.40064 0.57719 4.75507
C 2.56641 1.08357 3.90615
C 2.71497 2.63767 3.89767
C 1.58247 3.31646 3.37144
N 0.68137 3.80199 2.82404
H 1.56646 0.69775 5.82562
H 1.25079 -0.46269 4.46471
H 0.44223 1.05128 4.54344
H 2.64802 0.63101 2.91790
H 3.44832 0.62214 4.35051
H 3.57149 3.06518 3.37640
H 2.75903 2.94480 4.94258
N -1.43133 4.90092 -0.04284
C -2.75942 4.73077 -0.14771
C -3.45295 5.71362 0.52970
C -2.47383 6.43736 1.18100
C -1.23551 5.92476 0.83841
H -0.68973 4.43664 -0.54738
H -3.07692 3.86064 -0.70311
H -4.52344 5.85307 0.56117
H -2.71145 7.26109 1.83781
H -0.23882 6.29150 1.03461
N -3.26355 -1.79184 -1.28346
C -2.55562 -2.19621 -2.39799
C -2.09350 -3.48141 -2.15985
C -2.61991 -3.93284 -0.91437
C -3.29913 -2.83640 -0.40112
H -3.71402 -0.89463 -1.17302
H -2.74925 -1.68407 -3.32891
H -1.65015 -4.05627 -2.95946
H -2.37589 -4.93255 -0.58660
H -3.80373 -2.66677 0.53856
N 1.73198 3.68125 -3.08178
C 2.09715 4.76427 -2.30511
C 0.97510 5.57953 -2.21538
C -0.06262 4.90730 -2.88315
C 0.38061 3.72697 -3.43628
H 2.36318 2.93246 -3.32874
H 3.09438 4.89605 -1.91194
H 0.94230 6.56826 -1.78210
H -1.04388 5.31561 -3.07500
H -0.19837 2.93842 -3.89386
N 3.09088 -1.99313 0.60676
C 4.29349 -1.31330 0.32467
C 4.98334 -1.07855 1.51406
C 4.17328 -1.66874 2.51073
C 3.03608 -2.22258 1.95951
H 2.53440 -2.42986 -0.11414
H 4.62883 -1.10743 -0.68110
H 5.92610 -0.55560 1.57831
H 4.34698 -1.72361 3.57525
H 2.13441 -2.66671 2.35463
N -4.02479 1.56417 -1.17083
C -3.19829 1.38889 -2.27735
C -4.09963 0.99103 -3.31468
C -5.32525 0.66723 -2.75931
C -5.26872 1.07251 -1.41492
H -3.68901 1.76144 -0.23892
H -2.13132 1.49730 -2.14998
H -3.86730 0.63520 -4.30756
H -6.14697 0.21038 -3.29080
H -5.92669 0.86609 -0.58374
N 3.55798 1.18289 -2.01259
C 4.35179 2.24926 -1.90978
C 4.78428 2.69468 -3.19918
C 4.12315 1.77791 -4.10240
C 3.37281 0.88673 -3.31464
H 3.27209 0.63913 -1.21091
H 4.64182 2.60759 -0.93311
H 5.44602 3.49941 -3.48360
H 4.32289 1.72381 -5.16240
H 2.77627 0.04513 -3.63441
N 1.29664 1.00793 -6.29258
C 0.48695 -0.02532 -5.91911
C 1.29835 -1.18199 -6.08537
C 2.50431 -0.84046 -6.67333
C 2.51833 0.55809 -6.76019
H 0.97180 1.95818 -6.18481
H -0.49894 0.17486 -5.52624
H 0.92461 -2.16928 -5.85741
H 3.26541 -1.56780 -6.91437
H 3.22177 1.29869 -7.11100
N -2.22203 0.89804 1.44545
C -2.82672 2.11023 1.67108
C -4.15540 1.93779 1.99113
C -4.39169 0.53417 1.99811
C -3.16226 -0.08449 1.66930
H -1.24377 0.66756 1.34547
H -2.20791 2.99462 1.70725
H -4.82259 2.75092 2.23625
H -5.30932 0.07358 2.33308
H -2.93329 -1.13994 1.66884
N -0.19761 -1.09015 -0.89220
C 0.04773 0.01518 -1.67875
C 0.62121 1.04393 -0.81529
C 0.59555 0.46036 0.44254
C 0.07894 -0.86590 0.41801
H -0.70597 -1.89687 -1.22517
H -0.17754 0.09359 -2.73207
H 0.94100 2.05207 -1.03391
H 1.07388 0.93064 1.28897
H -0.13079 -1.60668 1.17541
N 4.18712 -3.68420 -2.87440
C 3.34732 -2.76690 -3.34503
C 2.04066 -3.11383 -2.92302
C 2.14580 -4.33370 -2.35769
C 3.45561 -4.63204 -2.18541
H 5.18855 -3.60759 -2.98106
H 3.67080 -1.92804 -3.94342
H 1.11958 -2.58509 -3.11908
H 1.39263 -4.93033 -1.86456
H 4.04655 -5.42949 -1.75966
```

---

[3]
Molecular formula: C52H72N12O2S2
Method: DFT, wB97M-V/def2-TZVPD

F_max in eV/Å: 13.7
Total charge: 0
Multiplicity: 1
HOMO in eV: -6.97
Energy relative to the best compared isomer or geometry (same formula, charge and spin) in kJ/mol: 3459.9

Structure (XYZ):
```
140
C52H72N12O2S2 (wB97M-V/def2-TZVPD)
C -0.05806 -8.64500 -17.24013
S 0.65912 -8.67400 -15.54891
O 1.28701 -7.29824 -15.26916
C 2.05856 -9.91278 -15.82454
H 0.77202 -8.33589 -17.87538
H -0.95010 -8.01871 -17.25146
H -0.43716 -9.61792 -17.55289
H 2.71556 -9.95842 -14.95601
H 2.66659 -9.56206 -16.65844
H 1.59875 -10.87554 -16.04770
C 5.63345 -15.75618 -16.86472
S 3.92389 -15.02195 -16.62086
O 3.25062 -15.60164 -15.38140
C 4.46222 -13.32562 -16.14054
H 6.05005 -15.11147 -17.63861
H 5.51134 -16.79573 -17.16888
H 6.22650 -15.63541 -15.95818
H 4.86671 -12.91474 -17.06557
H 5.27317 -13.39431 -15.41546
H 3.60070 -12.76787 -15.77341
N 7.43816 -9.30223 -14.42515
C 7.44554 -7.96008 -14.78030
C 6.12106 -7.46345 -14.86999
C 5.35002 -8.52154 -14.40448
C 6.11675 -9.59594 -14.11235
H 8.20294 -9.95429 -14.32504
H 8.40499 -7.47189 -14.86712
H 5.69635 -6.49931 -15.10757
H 4.27273 -8.47606 -14.34297
H 5.82109 -10.58138 -13.78389
N 2.48052 -8.20281 -9.40850
C 3.37869 -9.10774 -10.02024
C 2.62698 -10.22999 -10.42100
C 1.32011 -10.09290 -9.97702
C 1.33482 -8.92717 -9.24988
H 2.70541 -7.33643 -8.94063
H 4.41784 -8.82705 -10.10848
H 3.11431 -11.03902 -10.94483
H 0.48970 -10.77637 -10.07547
H 0.48725 -8.53493 -8.70749
N 0.39521 -12.17245 -15.39799
C -0.69341 -11.87590 -16.18020
C -0.28794 -12.15147 -17.47349
C 1.07391 -12.62133 -17.54427
C 1.44669 -12.70938 -16.18180
H 0.32554 -12.01777 -14.40234
H -1.62686 -11.52508 -15.76549
H -0.92766 -11.98953 -18.32843
H 1.69219 -13.00243 -18.34358
H 2.39571 -13.03062 -15.77859
N 5.05283 -15.76624 -13.77980
C 4.69642 -14.63800 -13.11851
C 5.70129 -14.47688 -12.13760
C 6.69699 -15.45471 -12.28277
C 6.25454 -16.33686 -13.28734
H 4.52584 -16.09884 -14.57462
H 3.81267 -14.04712 -13.30887
H 5.57302 -13.74596 -11.35293
H 7.55813 -15.69353 -11.67630
H 6.76958 -17.14214 -13.78997
N 1.93376 -15.11893 -14.27218
C 0.66598 -14.84865 -13.86700
C 0.52148 -15.25403 -12.56255
C 1.74805 -15.79977 -12.21763
C 2.67145 -15.66548 -13.29752
H 2.31907 -14.97393 -15.19445
H -0.02170 -14.34790 -14.53239
H -0.41470 -15.18091 -12.02906
H 2.01547 -16.35067 -11.32802
H 3.65216 -16.09212 -13.44780
N 4.79844 -9.62238 -18.01490
C 5.37565 -9.87915 -16.76730
C 4.72633 -10.92223 -16.17891
C 3.73761 -11.31324 -17.11582
C 3.89184 -10.60076 -18.27606
H 5.12077 -8.88108 -18.62042
H 6.17458 -9.23103 -16.43857
H 4.97002 -11.38868 -15.23581
H 3.07352 -12.15626 -16.99446
H 3.38838 -10.68349 -19.22794
N -0.86723 -12.20467 -13.18444
C -1.08251 -10.94319 -13.59619
C -0.00062 -10.10190 -13.35789
C 0.99539 -10.97795 -12.94668
C 0.47625 -12.22827 -12.81627
H -1.57664 -12.92355 -13.19160
H -2.04107 -10.61420 -13.96943
H -0.06522 -9.04621 -13.57649
H 1.97903 -10.70717 -12.59238
H 0.94414 -13.11999 -12.42600
N 6.33474 -11.19119 -9.74537
C 6.83728 -11.20630 -11.01670
C 6.50439 -9.92440 -11.57806
C 5.99297 -9.18773 -10.59521
C 5.80483 -9.92828 -9.48325
H 6.30001 -12.03753 -9.19528
H 7.33201 -12.06055 -11.45477
H 6.86389 -9.66903 -12.56395
H 5.66523 -8.16984 -10.74641
H 5.30417 -9.70797 -8.55200
N 3.12432 -15.47564 -9.87635
C 3.06900 -14.35237 -10.72954
C 2.35656 -13.34728 -10.10603
C 1.99159 -13.91424 -8.90329
C 2.45200 -15.20310 -8.77746
H 3.55564 -16.36362 -10.08982
H 3.51067 -14.36874 -11.71496
H 1.93870 -12.46791 -10.57345
H 1.40797 -13.39495 -8.15755
H 2.36594 -15.88412 -7.94367
N 4.13034 -11.11105 -12.18660
C 3.64220 -12.34543 -11.80809
C 3.05590 -12.92028 -12.92837
C 3.33162 -12.08305 -13.96269
C 3.95088 -10.98253 -13.52175
H 4.65452 -10.54026 -11.53887
H 3.77613 -12.66449 -10.78502
H 2.59636 -13.89762 -12.93467
H 3.04879 -12.25360 -14.99096
H 4.28010 -10.13381 -14.10286
N 4.57112 -13.53146 -9.13806
C 4.61940 -12.37996 -8.37886
C 5.80902 -12.37069 -7.68121
C 6.47539 -13.51457 -7.97760
C 5.73137 -14.15773 -8.95513
H 3.92447 -13.81107 -9.86176
H 3.86562 -11.60764 -8.42062
H 6.13051 -11.63102 -6.96292
H 7.40991 -13.84575 -7.54934
H 5.93340 -15.15299 -9.32261
N 6.90326 -13.52288 -14.07571
C 6.32517 -12.26284 -14.14254
C 6.91067 -11.60751 -15.24882
C 7.84386 -12.44814 -15.81526
C 7.85332 -13.57839 -15.03278
H 6.72744 -14.16050 -13.31240
H 5.59260 -11.99092 -13.39702
H 6.64008 -10.67683 -15.72529
H 8.38480 -12.09848 -16.68216
H 8.46471 -14.46842 -15.01126
```